2 unconnected molecules or ions with the total composition C5H9NO. Source: the OMol25 dataset; level of theory: ωB97M-V with the def2-TZVPD basis set.

```
! wB97M-V def2-TZVPD RIJCOSX def2/J DEFGRID3
* xyz 0 1
C 1.295 0.536 -1.143
C 0.078 -0.077 -0.556
C -0.590 -0.001 0.612
N -0.319 0.758 1.763
O -1.125 0.570 2.656
C -1.663 -0.995 0.248
C -0.899 -1.095 -1.111
H 1.061 0.990 -2.113
H 2.050 -0.238 -1.328
H 1.725 1.296 -0.487
H -1.674 -1.913 0.843
H -2.678 -0.594 0.183
H -1.463 -0.759 -1.988
H -0.463 -2.078 -1.325
H 2.682 1.913 1.810
H 1.982 1.687 1.936
*
```

Properties
- Structure (SMILES): CC1=C(N=O)CC1.[H][H]
- Molecular weight: 99.1 g/mol
- Energy above the lowest of the compared OMol25 structures with the same formula, charge and spin: 116.7 kcal per mole
- LUMO level: -0.0149 Ha
- Frontier orbital gap: 8.52 eV



A single C5H9NO molecule at a distorted geometry. Source: the OMol25 dataset; level of theory: ωB97M-V with the def2-TZVPD basis set.

```
! wB97M-V def2-TZVPD RIJCOSX def2/J DEFGRID3
* xyz 0 1
C -1.502 -0.605 -0.279
C -1.175 0.986 0.131
O 0.080 1.576 -0.294
C 0.860 0.591 0.295
C 2.187 -0.139 -0.087
C 0.698 -0.780 -0.192
N -0.444 -1.463 0.133
H -2.499 -0.848 0.144
H -1.495 -0.560 -1.363
H -1.371 1.151 1.249
H -1.846 1.781 -0.280
H 0.658 0.673 1.346
H 2.424 0.089 -1.133
H 3.124 -0.268 0.609
H 0.633 -0.531 -1.341
H -0.332 -1.653 1.063
*
```

Properties
- Structure (SMILES): C1CO[C@@H]2C[C@H]2N1
- Molecular weight: 99.1 g/mol
- Energy above the lowest of the compared OMol25 structures with the same formula, charge and spin: 132.3 kcal per mole
- LUMO level: 0.0409 Ha
- Frontier orbital gap: 9.38 eV



A single C5H9NO molecule. Source: the OMol25 dataset; level of theory: ωB97M-V with the def2-TZVPD basis set.

```
! wB97M-V def2-TZVPD RIJCOSX def2/J DEFGRID3
* xyz 0 1
C 2.625 0.405 0.214
O 1.250 0.747 0.244
C 0.411 -0.386 0.253
C -1.097 0.019 0.297
C -1.817 0.556 -0.984
C -1.891 -1.145 0.713
N -2.586 -2.048 0.910
H 3.202 1.335 0.208
H 2.890 -0.169 -0.688
H 2.933 -0.184 1.093
H 0.628 -0.988 1.154
H 0.623 -1.024 -0.619
H -1.161 0.783 1.085
H -2.834 0.915 -0.752
H -1.220 1.383 -1.357
H -1.958 -0.198 -1.771
*
```

Properties
- Structure (SMILES): COC[C@@H](C)C#N
- Molecular weight: 99.1 g/mol
- Energy above the lowest of the compared OMol25 structures with the same formula, charge and spin: 38.2 kcal per mole
- LUMO level: 0.0315 Ha
- Frontier orbital gap: 11.29 eV



A single C5H9NO molecule at a distorted geometry. Source: the OMol25 dataset; level of theory: ωB97M-V with the def2-TZVPD basis set.

```
! wB97M-V def2-TZVPD RIJCOSX def2/J DEFGRID3
* xyz 0 1
C -1.426 1.327 0.508
C -0.497 0.371 0.390
C -0.721 -1.092 0.318
C 0.227 -1.883 -0.572
C 0.999 0.800 0.436
N 1.344 1.708 -0.517
O 1.801 0.352 1.239
H -1.155 2.370 0.640
H -2.481 1.076 0.559
H -0.738 -1.520 1.325
H -1.775 -1.200 -0.116
H 0.347 -1.414 -1.553
H 1.214 -1.974 -0.107
H -0.159 -2.896 -0.721
H 2.314 1.987 -0.579
H 0.707 1.989 -1.248
*
```

Properties
- Structure (SMILES): C=C(CC)C(N)=O
- Molecular weight: 99.1 g/mol
- Energy above the lowest of the compared OMol25 structures with the same formula, charge and spin: 17.4 kcal per mole
- LUMO level: 0.0342 Ha
- Frontier orbital gap: 10.58 eV



A single C5H9NO molecule at a distorted geometry. Source: the OMol25 dataset; level of theory: ωB97M-V with the def2-TZVPD basis set.

```
! wB97M-V def2-TZVPD RIJCOSX def2/J DEFGRID3
* xyz 0 1
C -0.570 0.001 1.482
C 0.023 0.148 0.106
C -0.017 1.563 -0.471
C 1.302 -0.612 -0.086
N 0.373 -1.342 -1.424
C -0.704 -0.784 -0.831
O -1.896 -0.982 -0.933
H -1.648 -0.013 1.316
H -0.274 0.810 2.151
H -0.286 -0.960 1.927
H 0.500 2.289 0.164
H -1.068 1.860 -0.552
H 0.410 1.608 -1.481
H 2.212 0.038 -0.068
H 1.469 -1.445 0.590
H 0.121 -2.154 -2.034
*
```

Properties
- Structure (SMILES): CC1(C)CNC1=O
- Molecular weight: 99.1 g/mol
- Energy above the lowest of the compared OMol25 structures with the same formula, charge and spin: 53.0 kcal per mole
- LUMO level: 0.0257 Ha
- Frontier orbital gap: 10.25 eV



2 unconnected molecules or ions with the total composition C5H9NO at a distorted geometry. Source: the OMol25 dataset; level of theory: ωB97M-V with the def2-TZVPD basis set.

```
! wB97M-V def2-TZVPD RIJCOSX def2/J DEFGRID3
* xyz 0 1
C -1.452 0.971 0.997
C 1.854 0.422 0.662
C 0.639 -1.315 -0.785
C 0.929 0.168 -0.508
C -2.484 -0.367 -0.737
N -2.188 0.450 0.090
O 0.709 1.012 -1.350
H -0.868 1.852 0.775
H -1.682 0.751 2.026
H -3.338 -0.341 -1.386
H 1.305 0.235 1.583
H 2.706 -0.249 0.643
H 2.193 1.454 0.670
H -0.433 -1.500 -0.872
H 1.060 -1.992 -0.044
H 1.052 -1.550 -1.763
*
```

Properties
- Molecular weight: 99.1 g/mol
- Energy above the lowest of the compared OMol25 structures with the same formula, charge and spin: 91.2 kcal per mole
- LUMO level: 0.0268 Ha
- Frontier orbital gap: 8.83 eV



2 unconnected molecules or ions with the total composition C5H9NO at a distorted geometry. Source: the OMol25 dataset; level of theory: ωB97M-V with the def2-TZVPD basis set.

```
! wB97M-V def2-TZVPD RIJCOSX def2/J DEFGRID3
* xyz 0 1
C 1.819 -0.207 -0.661
C 0.976 0.692 0.175
N 1.148 1.852 0.573
O 0.426 -0.738 1.440
C -0.742 -0.305 1.055
C -1.698 -0.995 0.165
C -1.033 0.106 -0.680
H 2.813 -0.274 -0.200
H 1.392 -1.209 -0.718
H 1.912 0.225 -1.668
H 0.467 2.354 1.133
H -1.170 0.601 1.530
H -1.413 -2.010 -0.120
H -2.769 -0.876 0.360
H -0.537 -0.251 -1.580
H -1.591 1.034 -0.805
*
```

Properties
- Molecular weight: 99.1 g/mol
- Energy above the lowest of the compared OMol25 structures with the same formula, charge and spin: 121.4 kcal per mole
- LUMO level: 0.0256 Ha
- Frontier orbital gap: 8.81 eV



A single C5H9NO molecule. Source: the OMol25 dataset; level of theory: ωB97M-V with the def2-TZVPD basis set.

```
! wB97M-V def2-TZVPD RIJCOSX def2/J DEFGRID3
* xyz 0 1
C 0.428 -0.127 2.096
C -0.479 0.354 1.054
C 1.128 -0.063 -1.258
C -1.192 -0.661 0.244
O -1.315 -0.175 -1.091
C -0.220 0.590 -1.442
N -0.318 1.712 -2.008
H -0.165 0.087 3.002
H 0.769 -1.177 2.105
H 1.286 0.554 2.172
H 1.887 0.700 -1.074
H 1.170 -0.805 -0.455
H 1.350 -0.581 -2.196
H -2.200 -0.680 0.691
H -0.828 -1.704 0.222
H -1.300 1.978 -2.062
*
```

Properties
- Molecular weight: 99.1 g/mol
- Energy above the lowest of the compared OMol25 structures with the same formula, charge and spin: 116.5 kcal per mole
- LUMO level: -0.0135 Ha
- Frontier orbital gap: 8.29 eV



A single C5H9NO molecule. Source: the OMol25 dataset; level of theory: ωB97M-V with the def2-TZVPD basis set.

```
! wB97M-V def2-TZVPD RIJCOSX def2/J DEFGRID3
* xyz 0 1
C -0.997 -0.106 -1.179
C -0.180 -0.029 0.112
C -1.013 -0.310 1.351
C 1.201 -0.722 -0.084
N 1.771 0.609 -0.261
C 0.633 1.282 0.106
O 0.392 2.443 0.328
H -1.305 -1.140 -1.379
H -0.398 0.247 -2.028
H -1.891 0.524 -1.114
H -1.521 -1.281 1.283
H -1.778 0.468 1.448
H -0.405 -0.293 2.262
H 1.588 -1.230 0.808
H 1.280 -1.386 -0.951
H 2.623 0.923 -0.701
*
```

Properties
- Structure (SMILES): CC1(C)CNC1=O
- Molecular weight: 99.1 g/mol
- Energy above the lowest of the compared OMol25 structures with the same formula, charge and spin: 18.5 kcal per mole
- LUMO level: 0.0308 Ha
- Frontier orbital gap: 10.44 eV



2 unconnected molecules or ions with the total composition C5H9NO at a distorted geometry. Source: the OMol25 dataset; level of theory: ωB97M-V with the def2-TZVPD basis set.

```
! wB97M-V def2-TZVPD RIJCOSX def2/J DEFGRID3
* xyz 0 1
C -0.581 0.635 2.140
C 1.170 -0.568 -0.288
C -0.226 -1.112 -0.441
C 1.445 0.973 -0.497
C -1.472 -0.304 -0.898
N 0.351 -0.909 0.851
O -0.094 1.637 2.466
H -1.386 -0.042 2.430
H 2.155 -1.122 -0.272
H -0.436 -2.111 -0.807
H 0.600 1.477 -0.290
H 1.793 1.072 -1.551
H 2.224 1.071 0.214
H -2.266 -1.030 -0.701
H -1.497 -0.309 -1.969
H -1.780 0.643 -0.388
*
```

Properties
- Molecular weight: 99.1 g/mol
- Energy above the lowest of the compared OMol25 structures with the same formula, charge and spin: 129.6 kcal per mole
- LUMO level (spin up / spin down): 0.0084 / 0.0084 Ha
- Frontier orbital gap (spin up / spin down): 8.21 / 8.21 eV



A single C5H9NO molecule. Source: the OMol25 dataset; level of theory: ωB97M-V with the def2-TZVPD basis set.

```
! wB97M-V def2-TZVPD RIJCOSX def2/J DEFGRID3
* xyz 0 1
C 0.018 0.986 2.288
C 0.797 0.957 0.989
O 1.579 1.855 0.749
C 0.655 -0.032 -0.173
C -0.416 0.549 -1.009
N -0.551 -0.807 -0.506
C -0.489 -1.841 -1.568
H 0.375 1.869 2.828
H -1.072 1.055 2.191
H 0.244 0.088 2.868
H 1.630 -0.324 -0.562
H -0.277 0.748 -2.069
H -0.991 1.292 -0.453
H -1.457 -2.359 -1.600
H 0.279 -2.604 -1.396
H -0.324 -1.433 -2.579
*
```

Properties
- Structure (SMILES): CC(=O)[C@@H]1CN1C
- Molecular weight: 99.1 g/mol
- Energy above the lowest of the compared OMol25 structures with the same formula, charge and spin: 63.0 kcal per mole
- LUMO level: 0.0386 Ha
- Frontier orbital gap: 10.20 eV



A single C5H9NO molecule. Source: the OMol25 dataset; level of theory: ωB97M-V with the def2-TZVPD basis set.

```
! wB97M-V def2-TZVPD RIJCOSX def2/J DEFGRID3
* xyz 0 1
C 1.532 -0.902 0.788
C 1.183 -0.103 -0.438
N 0.466 -0.834 -1.467
C -0.182 0.325 -0.859
C -1.427 0.088 -0.040
C -1.708 1.206 0.940
O -1.021 2.191 1.090
H 0.673 -1.496 1.122
H 2.304 -1.618 0.479
H 1.908 -0.282 1.608
H 1.968 0.593 -0.745
H 0.835 -0.639 -2.389
H -0.218 1.234 -1.463
H -1.357 -0.850 0.527
H -2.309 -0.019 -0.690
H -2.633 1.062 1.544
*
```

Properties
- Structure (SMILES): C[C@H]1N[C@H]1CC=O
- Molecular weight: 99.1 g/mol
- Energy above the lowest of the compared OMol25 structures with the same formula, charge and spin: 46.3 kcal per mole
- LUMO level: 0.0392 Ha
- Frontier orbital gap: 10.70 eV